(1)
{"formula": "C12H30LiO6", "method": "ωB97M-V/def2-TZVPD", "total_charge": 1, "energy_ev": -25414.4052, "e_lumo_ev": -1.88, "orbital_gap_ev": 11.292, "max_force_ev_per_a": 2.1, "elements": ["Li", "C", "O", "C", "C", "O", "C", "H", "H", "H", "H", "H", "H", "H", "H", "H", "H", "C", "O", "C", "C", "O", "C", "H", "H", "H", "H", "H", "H", "H", "H", "H", "H", "C", "O", "C", "C", "O", "C", "H", "H", "H", "H", "H", "H", "H", "H", "H", "H"], "xyz": [[0.039, -0.015, 0.052], [2.489, -0.473, 1.691], [1.485, -1.103, 0.883], [0.911, -2.238, 1.526], [-0.126, -2.899, 0.640], [-1.006, -1.906, 0.130], [-2.152, -2.481, -0.448], [2.873, 0.318, 1.052], [3.272, -1.221, 1.821], [2.132, -0.072, 2.637], [0.499, -1.980, 2.507], [1.715, -2.951, 1.743], [-0.662, -3.601, 1.283], [0.377, -3.351, -0.220], [-2.745, -3.064, 0.265], [-1.900, -3.153, -1.271], [-2.848, -1.718, -0.786], [1.915, 2.437, -0.637], [0.758, 1.871, -0.030], [0.603, 2.421, 1.268], [-0.753, 2.128, 1.841], [-0.767, 0.706, 1.970], [-1.946, 0.175, 2.606], [1.665, 3.457, -0.938], [2.295, 1.896, -1.496], [2.716, 2.508, 0.103], [0.661, 3.520, 1.203], [1.417, 2.164, 1.949], [-1.560, 2.524, 1.214], [-0.920, 2.627, 2.800], [-1.796, -0.895, 2.762], [-2.710, 0.210, 1.827], [-2.116, 0.625, 3.580], [-2.584, 1.327, -1.072], [-1.514, 0.446, -1.372], [-0.866, 0.785, -2.559], [0.141, -0.280, -2.852], [1.039, -0.311, -1.738], [2.272, -0.923, -2.044], [-3.033, 1.089, -0.103], [-3.407, 1.071, -1.749], [-2.277, 2.371, -1.025], [-0.412, 1.783, -2.547], [-1.495, 0.805, -3.466], [0.719, -0.066, -3.757], [-0.307, -1.273, -2.969], [2.220, -1.865, -2.598], [2.744, -1.175, -1.096], [2.947, -0.251, -2.582]], "forces_ev_per_angstrom": [[-0.17, -0.20, -0.26], [0.17, -0.57, -1.15], [-0.64, 0.04, 0.76], [0.44, -0.07, 0.23], [0.51, 0.80, -0.03], [0.00, 0.17, 0.56], [-0.87, -0.34, -0.04], [0.14, 0.18, 0.22], [0.21, 0.18, 0.43], [-0.24, -0.14, 0.07], [-0.20, 0.34, -0.12], [-0.06, -0.18, -0.11], [-0.02, -0.33, -0.36], [-0.14, -0.46, 0.16], [0.34, -0.12, 0.27], [0.10, 0.08, -0.17], [0.42, 0.29, -0.22], [0.16, 0.72, 0.29], [0.20, -0.42, 0.37], [-0.30, 2.06, 0.15], [0.14, -0.71, 0.07], [-0.34, -0.10, 0.37], [0.73, -0.64, -1.15], [0.11, 0.06, -0.11], [-0.47, -0.39, 0.02], [0.10, -0.06, -0.03], [0.05, -0.05, -0.17], [-0.02, -0.53, -0.06], [0.05, -0.36, -0.32], [0.43, -0.13, 0.20], [0.34, 0.09, 0.06], [-0.70, 0.44, 0.73], [-0.40, 0.38, -0.21], [-0.89, -0.77, 0.26], [-0.14, 0.37, 0.67], [0.16, -0.02, -1.73], [0.98, -0.11, 0.44], [-0.08, -0.39, -0.53], [0.78, -0.23, 0.53], [0.58, -0.21, 0.13], [0.14, 0.82, -0.38], [-0.07, 0.06, -0.50], [0.14, -0.08, 0.46], [-0.59, -0.03, 0.51], [-0.23, 0.19, -0.07], [-0.19, 0.12, 0.01], [-0.50, 0.09, -0.15], [0.01, 0.11, 0.00], [-0.17, 0.11, -0.15]]}

(2)
{"formula": "C17H23I2N9OPtSe", "method": "ωB97M-V/def2-TZVPD", "total_charge": 4, "energy_ev": -118210.0707, "e_lumo_ev": [-16.14, -16.10], "orbital_gap_ev": [3.113, 3.205], "max_force_ev_per_a": 2.9, "elements": ["Pt", "I", "C", "I", "H", "H", "C", "N", "C", "C", "N", "N", "C", "N", "N", "H", "H", "H", "H", "H", "H", "H", "H", "H", "H", "H", "Se", "N", "C", "C", "C", "C", "C", "C", "N", "H", "H", "H", "H", "N", "C", "O", "C", "C", "C", "C", "N", "C", "H", "H", "H", "H", "H", "H"], "xyz": [[-0.952, 0.175, 0.670], [-2.992, -0.224, 2.659], [-3.791, 1.687, 2.017], [-2.547, 2.545, 0.469], [-3.829, 2.367, 2.866], [-4.793, 1.533, 1.618], [1.826, 1.348, -3.375], [2.222, 0.225, -2.564], [3.449, -0.432, -2.951], [1.492, -0.178, -1.494], [0.465, 0.487, -1.038], [1.889, -1.360, -0.906], [1.282, -2.122, 0.085], [1.912, -3.259, 0.375], [0.181, -1.751, 0.666], [2.187, 1.202, -4.394], [2.279, 2.279, -3.011], [0.744, 1.472, -3.420], [3.957, 0.168, -3.705], [3.259, -1.413, -3.399], [4.143, -0.541, -2.117], [0.259, 1.350, -1.532], [2.736, -1.770, -1.287], [2.758, -3.572, -0.082], [1.556, -3.884, 1.085], [-0.176, -2.415, 1.347], [-4.516, -0.630, -0.715], [-2.743, -0.888, -1.001], [-2.610, -1.667, -2.062], [-1.418, -2.182, -2.622], [-1.439, -2.868, -3.811], [-2.657, -3.157, -4.454], [-3.855, -2.700, -3.941], [-3.874, -2.018, -2.712], [-4.927, -1.554, -2.075], [-0.516, -2.094, -2.036], [-0.520, -3.238, -4.243], [-2.649, -3.778, -5.343], [-4.787, -2.797, -4.491], [-0.432, 3.870, 5.703], [0.819, 3.538, 5.431], [1.793, 3.954, 6.015], [1.095, 2.558, 4.273], [2.426, 2.179, 4.103], [2.753, 1.318, 3.069], [1.741, 0.867, 2.240], [0.472, 1.229, 2.400], [0.141, 2.054, 3.389], [-0.585, 4.508, 6.479], [-1.248, 3.500, 5.244], [3.187, 2.560, 4.772], [3.777, 1.009, 2.913], [1.956, 0.193, 1.423], [-0.904, 2.318, 3.471]], "forces_ev_per_angstrom": [[1.15, -1.19, -1.15], [0.92, 0.71, -1.00], [-0.16, 0.03, 0.07], [0.61, -1.35, 0.55], [0.17, -0.08, -0.05], [0.12, -0.07, -0.07], [-0.11, 1.16, -0.32], [-1.29, -0.66, 1.63], [0.79, -0.81, -0.23], [1.16, -0.02, -1.26], [-2.19, 0.88, 1.74], [0.23, -0.56, 0.46], [1.08, 0.36, -0.90], [-0.35, 0.08, 0.19], [-1.99, 1.65, 0.96], [-0.16, -0.09, 0.13], [-0.08, -0.10, 0.00], [-0.01, -0.13, -0.08], [-0.08, 0.00, 0.13], [0.00, 0.07, -0.03], [0.03, 0.10, 0.04], [0.09, -0.22, 0.14], [-0.17, 0.15, -0.01], [-0.05, 0.09, -0.11], [0.01, 0.01, 0.01], [0.02, 0.15, -0.07], [0.05, 0.29, 0.89], [1.21, 1.02, 0.76], [0.31, -0.47, -0.29], [0.55, 0.04, 0.02], [-0.01, 0.07, 0.78], [-1.04, 0.03, -0.06], [0.13, -0.57, -0.92], [0.83, 0.76, 1.07], [-1.15, -0.51, -1.33], [0.20, 0.13, -0.14], [0.05, -0.04, 0.03], [-0.06, 0.26, -0.08], [0.06, -0.21, 0.12], [-1.23, 0.40, 0.35], [1.34, -0.12, -0.08], [-0.39, -0.21, -0.27], [-0.10, -0.11, -0.16], [-0.13, -0.06, -0.12], [-0.25, 0.00, -0.04], [0.81, -0.43, -0.39], [-0.53, -0.96, -1.44], [-0.54, 0.51, 0.49], [0.03, -0.13, -0.17], [0.23, 0.03, 0.13], [-0.09, 0.10, 0.10], [-0.04, -0.08, -0.09], [0.05, 0.07, 0.03], [-0.02, 0.04, 0.03]]}

(3)
{"formula": "C16H20Cl6IrN2O6S", "method": "ωB97M-V/def2-TZVPD", "total_charge": 2, "energy_ev": -120966.2509, "multiplicity": 2, "e_lumo_ev": [-6.66, -9.22], "orbital_gap_ev": [8.256, 5.761], "max_force_ev_per_a": 0.6, "elements": ["Ir", "Cl", "C", "C", "Cl", "C", "Cl", "C", "O", "C", "Cl", "C", "Cl", "O", "Cl", "O", "O", "O", "N", "C", "N", "C", "C", "C", "C", "C", "H", "H", "H", "H", "H", "H", "H", "H", "H", "H", "C", "C", "S", "O", "C", "C", "H", "H", "H", "H", "H", "H", "H", "H", "H", "H"], "xyz": [[-0.789, 0.328, 0.091], [1.973, 3.667, 5.627], [0.945, 2.987, 4.495], [1.508, 2.330, 3.349], [3.189, 2.251, 3.136], [0.664, 1.778, 2.438], [1.270, 0.972, 1.023], [-0.756, 1.814, 2.575], [-1.537, 1.283, 1.733], [-1.299, 2.492, 3.731], [-2.978, 2.546, 3.876], [-0.457, 3.059, 4.666], [-1.100, 3.847, 6.028], [-1.510, -2.152, -2.674], [-1.454, -0.818, -2.266], [-1.748, 0.127, -3.260], [-0.101, -0.531, -1.620], [-2.318, -0.560, -1.035], [-0.847, 2.056, -0.941], [-1.108, 2.669, -1.898], [-1.403, 3.356, -2.936], [-2.621, 4.205, -2.986], [-2.216, 5.666, -2.873], [-1.188, 6.028, -3.946], [0.031, 5.106, -3.886], [-0.387, 3.647, -3.981], [-3.302, 3.885, -2.200], [-3.089, 4.003, -3.951], [-1.799, 5.848, -1.878], [-3.109, 6.286, -2.966], [-0.874, 7.064, -3.822], [-1.651, 5.957, -4.935], [0.576, 5.265, -2.951], [0.721, 5.324, -4.701], [0.443, 2.953, -3.861], [-0.871, 3.439, -4.937], [-0.079, -4.220, 2.130], [-0.804, -3.204, 2.998], [-1.740, -1.974, 2.081], [-0.623, -1.424, 1.129], [-2.817, -3.023, 1.073], [-4.195, -2.399, 0.905], [0.628, -4.767, 2.751], [0.481, -3.730, 1.335], [-0.762, -4.945, 1.692], [-0.120, -2.617, 3.612], [-1.542, -3.654, 3.668], [-2.876, -3.985, 1.583], [-2.286, -3.167, 0.130], [-4.695, -2.286, 1.866], [-4.808, -3.049, 0.283], [-4.145, -1.425, 0.422]], "forces_ev_per_angstrom": [[0.57, 0.25, -0.17], [0.01, 0.01, 0.01], [-0.01, -0.01, -0.02], [0.01, 0.05, 0.05], [0.00, 0.00, 0.00], [-0.05, -0.02, -0.01], [-0.15, 0.05, 0.13], [0.05, 0.07, 0.07], [-0.20, -0.26, -0.04], [-0.02, -0.03, -0.03], [-0.01, 0.00, 0.01], [0.01, 0.00, -0.01], [0.00, 0.00, 0.01], [-0.21, 0.06, 0.13], [0.21, -0.13, -0.03], [0.07, -0.08, 0.02], [-0.05, -0.21, -0.12], [-0.16, 0.33, 0.23], [-0.10, 0.06, -0.08], [-0.11, -0.14, 0.06], [0.08, 0.13, -0.04], [0.02, 0.01, -0.02], [0.02, 0.00, -0.01], [0.01, 0.00, 0.02], [-0.02, 0.01, 0.00], [-0.03, 0.01, 0.00], [0.02, 0.01, 0.03], [-0.03, -0.02, 0.01], [-0.01, 0.00, 0.00], [0.00, 0.00, -0.01], [0.00, 0.00, -0.01], [0.00, -0.01, 0.00], [0.00, -0.01, 0.00], [0.00, 0.00, 0.00], [0.01, 0.01, 0.03], [0.02, -0.02, -0.01], [0.01, 0.01, 0.01], [0.01, 0.00, -0.01], [0.01, -0.01, 0.03], [0.01, -0.12, -0.21], [-0.01, 0.01, -0.02], [0.01, 0.00, -0.01], [-0.02, -0.01, 0.01], [0.01, 0.00, 0.01], [0.00, 0.01, -0.02], [0.00, 0.01, -0.02], [0.01, -0.01, 0.02], [-0.01, 0.00, 0.00], [0.00, -0.01, 0.01], [0.00, -0.01, 0.00], [0.00, -0.01, 0.00], [0.01, 0.02, -0.01]]}

(4)
{"formula": "C23H29B11Br6CdO2P2", "method": "ωB97M-V/def2-TZVPD", "total_charge": 2, "energy_ev": -479246.1616, "e_lumo_ev": -8.03, "orbital_gap_ev": 5.331, "max_force_ev_per_a": 0.6, "elements": ["Cd", "Br", "B", "B", "C", "B", "B", "B", "B", "B", "Br", "B", "Br", "B", "Br", "B", "Br", "B", "Br", "H", "H", "H", "H", "H", "H", "O", "C", "C", "C", "C", "C", "C", "C", "P", "C", "C", "C", "C", "C", "C", "C", "C", "C", "C", "C", "C", "H", "H", "H", "H", "H", "H", "H", "H", "H", "H", "H", "H", "H", "H", "C", "P", "C", "C", "O", "H", "H", "H", "H", "H", "H", "H", "H", "H"], "xyz": [[0.856, 0.365, 0.142], [-0.744, 1.428, 1.971], [-1.080, -0.221, 3.048], [-2.621, -0.426, 3.903], [-2.621, -2.141, 4.012], [-2.145, -1.534, 2.504], [-1.466, -3.112, 3.189], [-1.454, -2.997, 5.051], [-2.201, -1.278, 5.503], [-1.104, -0.033, 4.840], [-0.819, 1.690, 5.652], [-0.394, -1.588, 5.538], [0.620, -1.581, 7.164], [0.050, -2.698, 4.130], [1.582, -3.868, 4.171], [-0.393, -1.825, 2.621], [0.756, -2.152, 1.014], [0.253, -0.906, 4.018], [2.012, -0.082, 3.911], [-3.575, 0.255, 3.819], [-1.614, -1.753, 4.157], [-2.804, -1.559, 1.528], [-1.684, -4.135, 2.655], [-1.739, -3.913, 5.725], [-2.903, -1.223, 6.440], [2.649, 2.316, -2.744], [2.085, 1.521, -3.292], [1.399, 0.543, -4.010], [2.017, 0.135, -5.212], [1.344, -0.780, -6.002], [0.098, -1.245, -5.596], [-0.500, -0.825, -4.404], [0.133, 0.085, -3.577], [-0.622, 0.664, -2.013], [-2.141, -0.269, -1.837], [-3.375, 0.327, -2.103], [-4.536, -0.416, -1.953], [-4.465, -1.742, -1.554], [-3.237, -2.339, -1.302], [-2.072, -1.603, -1.433], [-1.025, 2.398, -2.361], [-0.928, 2.962, -3.634], [-1.243, 4.300, -3.828], [-1.674, 5.077, -2.763], [-1.803, 4.514, -1.502], [-1.475, 3.185, -1.297], [2.980, 0.529, -5.504], [1.784, -1.122, -6.926], [-0.433, -1.950, -6.220], [-1.471, -1.215, -4.128], [-3.434, 1.362, -2.414], [-5.495, 0.043, -2.146], [-5.374, -2.315, -1.434], [-3.188, -3.372, -0.988], [-1.120, -2.070, -1.214], [-0.652, 2.369, -4.497], [-1.169, 4.727, -4.818], [-1.924, 6.117, -2.919], [-2.161, 5.111, -0.674], [-1.599, 2.757, -0.312], [4.540, -1.240, 0.968], [4.345, 0.508, 0.610], [5.420, 0.879, -0.782], [4.909, 1.464, 2.014], [2.903, 0.874, 0.275], [5.594, -1.484, 1.091], [4.141, -1.834, 0.144], [3.997, -1.505, 1.875], [6.449, 0.614, -0.541], [5.384, 1.942, -1.019], [5.115, 0.297, -1.652], [5.966, 1.279, 2.207], [4.334, 1.188, 2.897], [4.763, 2.526, 1.820]], "forces_ev_per_angstrom": [[-0.16, -0.09, 0.19], [0.00, 0.05, -0.06], [0.07, -0.02, -0.05], [0.06, -0.11, 0.11], [0.49, 0.09, 0.28], [-0.19, -0.12, 0.05], [-0.02, 0.05, 0.20], [-0.17, 0.23, 0.12], [0.09, -0.33, 0.02], [-0.06, -0.10, -0.05], [0.01, 0.07, 0.04], [-0.29, -0.11, -0.05], [0.09, 0.01, 0.09], [-0.15, 0.01, 0.00], [0.08, -0.05, 0.00], [0.03, 0.14, 0.02], [0.04, 0.01, -0.08], [0.06, 0.04, -0.10], [0.07, -0.03, -0.07], [-0.10, 0.06, -0.03], [0.15, 0.21, -0.41], [-0.02, 0.03, -0.09], [-0.03, -0.10, -0.08], [-0.05, -0.14, 0.00], [-0.14, 0.06, 0.06], [0.23, 0.20, 0.16], [-0.37, -0.19, -0.12], [0.37, 0.16, -0.14], [-0.34, -0.25, -0.05], [0.11, 0.16, 0.14], [0.02, 0.01, 0.01], [0.13, 0.08, 0.07], [-0.15, -0.19, -0.12], [0.10, 0.21, 0.17], [-0.14, 0.06, -0.07], [0.05, -0.02, 0.03], [0.02, 0.01, -0.01], [-0.02, -0.01, 0.00], [0.01, -0.02, -0.01], [0.01, 0.00, 0.02], [0.02, 0.00, -0.01], [-0.05, -0.04, -0.08], [-0.02, 0.00, 0.03], [0.01, -0.02, -0.06], [-0.02, 0.02, 0.04], [0.07, -0.07, 0.04], [0.05, 0.03, 0.00], [0.01, 0.00, -0.03], [-0.01, -0.03, -0.04], [-0.01, 0.02, 0.02], [0.01, 0.02, 0.00], [-0.02, 0.01, -0.01], [-0.03, -0.03, 0.00], [0.00, -0.03, 0.02], [0.01, 0.01, 0.00], [0.05, -0.03, 0.03], [0.00, 0.01, -0.02], [0.00, 0.02, -0.01], [0.00, 0.00, 0.01], [0.02, -0.03, 0.04], [-0.09, 0.07, -0.05], [0.11, -0.03, 0.31], [-0.05, -0.03, 0.05], [0.04, -0.10, -0.07], [-0.05, 0.07, -0.47], [0.06, 0.01, 0.05], [0.03, 0.05, -0.04], [-0.02, 0.06, 0.07], [0.04, -0.01, 0.03], [-0.04, 0.02, 0.02], [-0.01, -0.01, 0.01], [0.02, -0.02, -0.01], [-0.01, -0.01, -0.02], [-0.01, 0.01, -0.06]]}

(5)
{"formula": "C8H11IP", "method": "ωB97M-V/def2-TZVPD", "total_charge": 1, "energy_ev": -25854.7497, "e_lumo_ev": -5.88, "orbital_gap_ev": 6.929, "max_force_ev_per_a": 2.6, "elements": ["C", "C", "C", "C", "C", "C", "C", "C", "P", "I", "H", "H", "H", "H", "H", "H", "H", "H", "H", "H", "H"], "xyz": [[-4.583, 0.798, 0.101], [-3.482, 1.640, -0.031], [-4.369, -0.572, 0.139], [-2.165, 1.128, -0.124], [-3.104, -1.124, 0.085], [-2.012, -0.236, -0.081], [3.615, -0.652, 0.675], [2.371, 1.916, 0.563], [2.578, 0.373, -0.442], [0.063, -0.936, 0.080], [-5.524, 1.202, 0.299], [-3.451, 2.742, -0.214], [-5.138, -1.297, 0.354], [-1.481, 1.972, -0.278], [-3.151, -2.250, 0.373], [3.039, -0.915, 1.621], [4.535, 0.018, 0.897], [4.021, -1.474, 0.071], [2.291, 1.626, 1.610], [1.572, 2.649, 0.229], [3.338, 2.463, 0.417]], "forces_ev_per_angstrom": [[1.65, 0.16, 0.07], [0.96, 0.34, -0.86], [0.14, 0.05, 0.38], [-1.54, 0.99, -0.32], [0.79, -1.42, 0.69], [0.26, -0.27, 0.52], [0.22, 1.09, 0.46], [-0.01, 0.31, -0.54], [-0.47, 0.80, -0.02], [-0.13, -0.48, 0.08], [-1.47, 0.51, -0.08], [-1.00, -1.02, 0.61], [-0.46, 0.30, -0.13], [0.59, -1.24, 0.12], [1.11, 2.10, -0.97], [1.12, 0.09, -1.08], [-1.50, -0.84, 0.00], [-0.46, -0.14, 0.55], [-0.13, 0.38, 0.07], [0.82, -1.25, 0.34], [-0.48, -0.46, 0.12]]}